1.
The following is a DFT calculation (ωB97M-V/def2-TZVPD) of a structure of composition C17H12BF4IN3Pd.

Frontier orbital gap (alpha / beta) = 0.2320 / 0.2473 Ha
Charge = -1
Lowest unoccupied orbital energy (alpha / beta) = 1.45 / 1.38 eV
Relative energy (zero: lowest compared OMol25 entry of this formula, charge and spin) = 3.8 kcal/mol
2S+1 = 3
<S²> = 2.006

```
39
C17H12BF4IN3Pd | OMol25 | ωB97M-V/def2-TZVPD
Pd -1.6458 -1.5780 -1.7253
N 4.1198 4.9038 3.8995
C 3.4736 4.1788 3.2842
C 2.6721 3.2756 2.5165
C 2.0362 2.2059 3.1454
C 1.2673 1.3337 2.3960
C 1.1171 1.5224 1.0244
C 1.7503 2.5975 0.4078
C 2.5305 3.4706 1.1436
C 0.2838 0.5830 0.2239
C 0.7879 -0.7034 0.0840
C 2.0474 -1.1907 0.5538
C 2.1346 -2.5053 0.1807
C 0.9314 -2.7992 -0.5119
N 0.1435 -1.7466 -0.5684
C -0.9129 1.1184 -0.2804
C -1.4469 2.4001 0.0198
C -2.6639 2.4882 -0.6201
C -2.8397 1.2627 -1.2923
N -1.8089 0.4501 -1.0966
H 2.1473 2.0631 4.2115
H 0.7713 0.4973 2.8703
H 1.6276 2.7425 -0.6574
H 3.0290 4.3012 0.6629
H 2.7851 -0.6162 1.0910
H 2.9394 -3.1961 0.3700
H 0.6244 -3.7442 -0.9364
H -0.9885 3.1440 0.6520
H -3.3579 3.3126 -0.6108
H -3.6679 0.9564 -1.9132
F -2.1898 -5.8812 -1.2216
B -2.6552 -4.8606 -0.3909
F -2.6225 -3.6236 -1.1566
F -3.9663 -5.0857 0.0051
F -1.8123 -4.6939 0.7085
I -3.3933 -1.2643 -4.2432
C -1.3485 -1.6872 -3.7974
H -0.7379 -0.9339 -4.2806
H -1.1616 -2.6976 -4.1481
```

---

2.
The following is a DFT calculation (ωB97M-V/def2-TZVPD) of a cluster of 2 separate species, C5H11N4O5S in total.

Frontier orbital gap (alpha / beta) = 0.2699 / 0.2699 Ha
Charge = +1
Lowest unoccupied orbital energy (alpha / beta) = -5.26 / -5.25 eV
Relative energy (zero: lowest compared OMol25 entry of this formula, charge and spin) = 68.0 kcal/mol

```
26
C5H11N4O5S | OMol25 | ωB97M-V/def2-TZVPD
C -0.0830 1.2841 -0.0213
C -2.2320 0.3109 0.1913
C -1.3910 1.5631 0.4906
C 3.9335 -0.2084 0.4450
C 3.2928 -0.7837 -0.6166
N 0.7391 0.6179 0.6359
N -1.8538 2.8178 -0.0057
N -3.2629 0.1920 -0.4745
N 1.4363 0.0560 1.4640
O -0.0016 -2.4911 0.8769
O -0.4896 -1.1857 -1.0930
O -2.1632 -2.8709 -0.1982
O 2.2267 -0.2188 -1.3081
O -1.7532 -0.7745 0.9119
S -1.0352 -1.9068 0.0450
H 0.2456 1.7630 -0.9705
H -1.4400 1.6451 1.5980
H 3.9890 0.7037 0.8850
H 4.5460 -0.9334 0.9962
H 3.5231 -1.8202 -1.0424
H 1.2959 -0.9694 1.7621
H -2.8757 2.8743 0.2233
H -1.7998 2.8433 -0.9961
H -3.6340 0.8483 -1.1255
H -2.8486 -2.5511 -0.7845
H 1.6359 -0.8057 -1.8890
```

---

3.
The following is a DFT calculation (ωB97M-V/def2-TZVPD) of the molecule C2H6N2OS.

Frontier orbital gap (alpha / beta) = 0.2578 / 0.2569 Ha
Charge = 0
Lowest unoccupied orbital energy (alpha / beta) = -0.05 / -0.07 eV
Relative energy (zero: lowest compared OMol25 entry of this formula, charge and spin) = 118.3 kcal/mol

```
12
C2H6N2OS | OMol25 | ωB97M-V/def2-TZVPD
C 0.1961 -0.5633 -0.9046
C 0.8278 0.8685 0.8241
N -1.1434 -0.4240 -0.3964
N 1.0837 0.4809 -0.3870
O -1.1995 -1.3132 0.7115
S -1.7579 1.0969 -0.1408
H 0.4103 -1.7258 -0.7524
H 0.1082 -0.4686 -2.0345
H 0.4941 0.0561 1.4574
H 1.2865 1.7376 1.3364
H -1.9119 -0.8580 1.3427
H 1.6061 1.1128 -1.0565
```

---

4.
The following is a DFT calculation (ωB97M-V/def2-TZVPD) of the molecule C4H5NO2.

Frontier orbital gap = 0.2607 Ha
Charge = 0
Lowest unoccupied orbital energy = 0.44 eV
SMILES = Oc1c[nH]c(O)c1
Relative energy (zero: lowest compared OMol25 entry of this formula, charge and spin) = 78.4 kcal/mol

```
12
C4H5NO2 | OMol25 | ωB97M-V/def2-TZVPD
N -0.7335 -0.8883 0.5847
C -1.0018 0.3110 0.0008
C 1.1482 0.3492 0.0584
C 0.6137 -0.9642 0.0452
C 0.0797 1.2210 0.1392
O -2.2228 0.6484 -0.4690
O 2.4561 0.6804 -0.0363
H -2.8651 -0.0490 -0.2883
H 2.9707 -0.1361 -0.0698
H -1.3514 -1.6800 0.4600
H 0.8518 -1.7850 -0.6111
H 0.0544 2.2926 0.1861
```

---

5.
The following is a DFT calculation (ωB97M-V/def2-TZVPD) of a cluster of 2 separate species, C3H9NO2 in total.

Frontier orbital gap = 0.3451 Ha
Charge = 0
Lowest unoccupied orbital energy = 0.66 eV
SMILES = CC(=O)O.CN
Relative energy (zero: lowest compared OMol25 entry of this formula, charge and spin) = 79.3 kcal/mol

```
15
C3H9NO2 | OMol25 | ωB97M-V/def2-TZVPD
C 0.3574 -1.0860 1.0708
C 0.2845 0.9089 -0.2949
C -1.0607 1.0389 -0.9077
H -0.7271 -2.0002 -0.4314
H 0.6788 -1.4023 -0.9258
H 1.4120 -1.0913 1.4227
H 0.0138 -0.0639 0.9348
H -0.2913 -1.5446 1.8204
H 1.5535 1.8927 0.8090
H -1.0873 0.3257 -1.8174
H -1.8992 0.7941 -0.1286
H -1.2313 2.0582 -1.2976
N 0.2389 -1.9237 -0.1543
O 1.1215 0.0902 -0.5444
O 0.6365 2.0033 0.4446
```

---

6.
The following is a DFT calculation (ωB97M-V/def2-TZVPD) of a structure of composition C40H48N4PtS2Sb2.

Frontier orbital gap (alpha / beta) = 0.2191 / 0.1795 Ha
Charge = +2
Lowest unoccupied orbital energy (alpha / beta) = -5.34 / -8.00 eV
Relative energy (zero: lowest compared OMol25 entry of this formula, charge and spin) = 2.7 kcal/mol
2S+1 = 5
<S²> = 6.062

```
97
C40H48N4PtS2Sb2 | OMol25 | ωB97M-V/def2-TZVPD
Pt 0.2403 1.1941 -0.2928
C -3.9398 3.1355 4.2503
C -3.3925 1.7958 3.7842
N -3.2314 1.7420 2.3231
C -2.0822 1.8948 1.6712
S -2.0948 1.8283 -0.0566
N -0.9812 2.1430 2.3955
N 0.1487 2.0700 1.6986
C 1.2216 2.6078 2.1970
C 1.2070 3.5033 3.3863
C 2.4950 2.2421 1.5313
C 3.7146 2.5071 2.1266
C 4.8798 2.0945 1.4942
C 4.7887 1.4231 0.2916
C 3.5295 1.2010 -0.2457
N 2.4164 1.6181 0.3492
H -3.8989 3.1945 5.3389
H -4.9788 3.2713 3.9446
H -3.3483 3.9585 3.8416
H -4.0619 0.9838 4.0627
H -2.4235 1.5985 4.2283
H -4.0596 1.6714 1.7546
H 0.1894 3.7177 3.6862
H 1.7304 4.4360 3.1667
H 1.7212 3.0251 4.2261
H 3.7525 3.0155 3.0812
H 5.8440 2.2910 1.9434
H 5.6718 1.0789 -0.2321
H 3.4020 0.6776 -1.1852
C 0.1772 -1.5791 -4.2283
C -0.9130 -0.7256 -3.9767
C -0.9919 -0.0537 -2.7806
C 0.0569 -0.1624 -1.8164
C 1.1128 -1.0964 -2.0685
C 1.1877 -1.7582 -3.2751
H 0.2181 -2.1283 -5.1620
H -1.6922 -0.6052 -4.7204
H -1.8474 0.5860 -2.5896
H 1.8689 -1.2706 -1.3133
H 2.0125 -2.4323 -3.4751
S 0.7363 -0.9961 1.2761
Sb -0.3616 -3.0304 1.1228
C -2.3502 -2.9034 0.4900
C -3.1148 -4.0692 0.5560
C -4.4399 -4.0358 0.1392
C -4.9887 -2.8508 -0.3405
C -4.2188 -1.6964 -0.4081
C -2.8927 -1.7208 0.0089
C 0.4764 -4.3657 -0.2474
C 0.0250 -4.2499 -1.5607
C 0.5161 -5.1211 -2.5240
C 1.4400 -6.0982 -2.1736
C 1.8830 -6.2112 -0.8617
C 1.4048 -5.3425 0.1106
C -0.4538 -3.6845 3.1093
C 0.2959 -4.7425 3.6191
C 0.1855 -5.0643 4.9664
C -0.6628 -4.3348 5.7875
C -1.4067 -3.2787 5.2721
C -1.3051 -2.9465 3.9291
H -2.6932 -4.9970 0.9292
H -5.0430 -4.9346 0.1870
H -6.0216 -2.8311 -0.6673
H -4.6489 -0.7771 -0.7932
H -2.2829 -0.8308 -0.0529
H -0.7125 -3.5012 -1.8334
H 0.1651 -5.0469 -3.5461
H 1.8136 -6.7805 -2.9270
H 2.5969 -6.9799 -0.5922
H 1.7652 -5.4317 1.1263
H 0.9567 -5.3214 2.9882
H 0.7618 -5.8875 5.3720
H -0.7495 -4.5933 6.8356
H -2.0696 -2.7159 5.9187
H -1.8868 -2.1227 3.5282
C 3.2958 4.8044 -1.3994
C 1.8594 4.9841 -1.8938
Sb 0.9189 3.1149 -2.3286
C 2.3291 2.2372 -3.6608
C 2.5484 3.1094 -4.9012
C -0.6561 3.6722 -3.6569
C -1.9214 4.1387 -2.9373
H 3.7257 5.7695 -1.1277
H 3.9387 4.3684 -2.1674
H 3.3469 4.1639 -0.5146
H 1.8142 5.5556 -2.8233
H 1.2354 5.4901 -1.1580
H 1.9455 1.2462 -3.9090
H 3.2510 2.1082 -3.0911
H 1.6291 3.2376 -5.4762
H 3.2830 2.6436 -5.5620
H 2.9278 4.1014 -4.6442
H -0.8403 2.8019 -4.2890
H -0.2377 4.4635 -4.2822
H -2.3201 3.3718 -2.2738
H -2.6998 4.3829 -3.6633
H -1.7425 5.0341 -2.3391
```